DFT (ωB97M-V/def2-TZVPD) results for a 2-piece molecular cluster, C3H4FO3S overall at a distorted geometry.

Structure (XYZ):
```
12
Properties=species:S:1:pos:R:3
C 1.569 -0.436 -2.183
C 1.900 0.702 -2.006
C -0.656 0.370 0.394
O -1.894 -1.864 1.515
O -2.080 -1.337 -0.901
O -0.006 -2.238 -0.033
F 2.406 1.905 -1.809
S -1.183 -1.404 0.261
H 1.151 -1.393 -2.300
H -1.179 0.647 -0.490
H -1.223 0.655 1.296
H 0.329 0.761 0.433
```

Relative energy (zero: lowest compared OMol25 entry of this formula, charge and spin): 231.8 kJ/mol
Total charge: -1
Lowest unoccupied orbital energy: 3.255 eV
HOMO: -4.69 eV
DFT total energy: -22869.4039 eV



DFT (ωB97M-V/def2-TZVPD) results for a 2-piece molecular cluster, C3H4FO4P overall at a distorted geometry.

Structure (XYZ):
```
13
Properties=species:S:1:pos:R:3
C -2.292 0.331 0.747
C -1.294 0.297 -0.146
C -0.581 -0.832 -0.579
O 3.457 0.701 0.794
O 1.518 1.359 -0.743
O 2.666 -0.747 -1.228
O 1.363 -0.616 0.894
F -1.126 -2.014 -0.160
P 2.242 0.234 -0.064
H -2.595 1.256 1.116
H -2.803 -0.601 1.076
H -0.866 1.249 -0.565
H 0.309 -0.618 -1.142
```

Relative energy (zero: lowest compared OMol25 entry of this formula, charge and spin): 273.3 kJ/mol
Total charge: -2
Lowest unoccupied orbital energy (alpha / beta): 6.380 / 6.445 eV
HOMO (alpha / beta): -0.02 / 0.58 eV
DFT total energy: -23369.8803 eV